Record 1
The following is a quantum chemistry calculation of a structure of composition C29H38Cl2N3O3STi at a distorted geometry, from the Open Molecules 2025 dataset.

Geometry as XYZ:
```
77
Properties=species:S:1:pos:R:3:forces:R:3:mulliken_charge:R:1
O -0.4623 -0.6293 3.9181 1.27 2.56 0.19 -0.608
C -0.9963 -1.6643 3.5494 -1.04 -4.24 -1.71 -0.428
C -0.3496 -2.9919 3.3376 -0.84 1.81 -0.55 0.383
C 0.9637 -3.0982 2.8133 1.11 -0.72 1.00 -0.337
H 1.3759 -2.2613 2.2418 0.08 -0.23 0.38 0.316
C 1.7110 -4.2563 3.1018 0.01 1.09 -0.48 -0.504
H 2.7670 -4.2888 2.8222 -0.22 -0.03 -0.03 0.341
C 1.1241 -5.3559 3.7246 0.50 -0.30 -0.02 -0.448
H 1.7256 -6.2286 4.0078 -0.28 0.34 -0.16 0.309
C -0.2676 -5.3727 3.8274 -0.92 0.60 -0.34 -0.378
H -0.7480 -6.3059 4.1164 -0.17 0.17 -0.10 0.337
C -1.0209 -4.2254 3.5319 0.15 -1.00 0.46 -0.286
H -2.1174 -4.2655 3.4883 0.34 0.06 0.40 0.261
H -2.0462 -1.6938 3.1368 -0.02 0.24 0.66 0.068
C -3.6599 -2.1947 -0.0379 -1.16 -0.25 -0.98 -1.029
C -2.3063 -2.2742 -0.7037 0.02 -0.82 4.89 0.893
H -4.0386 -3.1550 0.3527 0.30 -0.01 -0.36 0.347
H -4.4715 -1.8019 -0.6601 -0.12 0.26 -0.12 0.246
H -3.6275 -1.5670 0.8732 0.31 0.02 -0.42 0.117
C -1.5402 -3.4125 -0.6843 -0.40 -0.55 0.02 -0.172
C -1.8773 -4.6268 -1.4892 -0.79 -0.45 0.22 -1.535
H -0.7093 -3.5694 -0.0014 0.25 0.48 -0.59 0.551
H -1.9312 -5.5095 -0.8310 -0.11 0.03 -0.17 0.368
H -1.1048 -4.8710 -2.2399 -0.23 0.33 0.12 0.216
H -2.8541 -4.4585 -1.9856 0.49 -0.34 0.03 0.354
Ti -0.9273 -0.9614 -1.0622 0.94 -0.71 -0.89 -0.336
Cl 0.9763 -2.2819 -1.2122 1.72 -0.10 -0.65 -0.624
Cl -2.1309 -1.3638 -3.0477 -0.64 0.34 -1.82 -0.584
C 0.4466 -0.0344 -3.5674 -1.44 1.84 2.93 -0.274
O -0.0201 0.4524 -2.4731 1.55 -0.63 -3.14 -0.196
N 0.7484 0.7640 -4.6025 -0.02 -0.27 0.30 0.418
C 0.2812 2.1390 -4.6575 0.10 0.20 -0.17 -0.958
C 1.3916 0.2036 -5.7701 -0.23 -0.13 -0.25 -0.990
H 0.5934 -1.1113 -3.6584 0.32 0.10 -0.11 0.420
H 0.1022 2.5537 -3.6621 0.02 -0.37 -0.14 0.206
H -0.6374 2.2302 -5.2534 0.06 -0.18 0.17 0.280
H 1.0385 2.7460 -5.1577 0.08 0.01 0.05 0.359
H 1.8212 -0.7730 -5.5071 -0.15 0.33 -0.16 0.321
H 2.1919 0.8750 -6.1061 -0.11 -0.18 0.04 0.324
H 0.6644 0.0736 -6.5887 0.28 0.00 0.12 0.325
H -4.4148 2.9443 -1.0481 0.03 -0.10 0.07 0.313
H -4.0146 3.6192 1.5782 -0.06 -0.40 0.11 0.314
C -4.4983 1.9327 -0.6344 0.07 0.03 0.07 -0.947
C -4.0710 2.5292 1.7510 0.13 -0.05 0.07 -0.942
N -3.6604 1.8043 0.5584 -0.28 0.22 0.13 0.366
H -4.2070 1.2112 -1.3992 0.12 0.02 0.24 0.244
C -2.5631 1.0583 0.5781 0.78 -1.67 -2.75 0.486
O -2.1740 0.4405 -0.4720 -1.93 2.52 2.82 -0.316
H -3.3790 2.2469 2.5598 -0.40 0.23 -0.16 0.292
H -2.0168 0.9756 1.5264 -0.11 0.00 -0.11 0.076
H -5.5425 1.7623 -0.3532 0.14 -0.01 0.00 0.320
H -5.1046 2.2529 2.0267 0.45 0.13 -0.07 0.316
N 0.4005 0.3166 0.2366 0.92 1.25 0.91 0.519
S 1.6136 1.1824 -0.3545 -0.56 -1.19 -0.78 -0.110
C 1.3467 2.9763 -0.2651 0.66 0.92 0.37 0.764
C 1.6662 3.7889 -1.3744 -0.03 -0.47 0.23 -0.362
C 1.5449 5.1792 -1.3017 -0.06 -0.03 0.22 -0.678
C 1.1522 5.7870 -0.1071 -0.09 -0.24 0.16 -0.391
C 0.8860 4.9923 1.0114 -0.04 -0.26 0.04 -0.797
C 0.9850 3.5955 0.9298 -0.13 0.22 0.13 -0.046
C 3.0954 0.9721 0.6268 0.84 0.31 0.36 0.596
C 3.1002 1.1836 2.0056 0.24 0.00 -0.01 -0.158
C 4.2964 1.0650 2.7234 -0.07 -0.07 -0.32 -0.776
C 5.4886 0.7279 2.0675 -0.70 0.13 0.01 -0.424
C 5.4789 0.5148 0.6879 0.15 -0.04 0.22 -0.565
C 4.2968 0.6294 -0.0340 -0.77 0.24 0.02 -0.344
H 0.3290 0.3864 1.2600 0.06 -0.10 -0.22 -0.170
H 2.0582 3.3276 -2.2826 -0.26 0.03 0.18 0.425
H 1.7673 5.8077 -2.1667 -0.01 -0.31 0.20 0.367
H 1.0629 6.8756 -0.0330 0.06 -0.43 -0.08 0.359
H 0.6131 5.4528 1.9678 0.11 -0.17 -0.42 0.387
H 0.8224 2.9817 1.8212 -0.14 0.28 -0.32 0.235
H 2.1737 1.4543 2.5157 0.32 -0.23 -0.02 0.075
H 4.2865 1.2432 3.7961 0.03 -0.10 -0.19 0.388
H 6.4055 0.6280 2.6415 -0.10 0.02 -0.14 0.373
H 6.4125 0.2524 0.1860 -0.35 0.05 0.05 0.362
H 4.2856 0.4682 -1.1137 -0.03 -0.01 0.32 0.375
```
Forces are in eV/Å.

As for the LUMO energy (spin up / spin down): 1.94 / 1.94 eV. The multiplicity is 3. Its energy above the lowest of the compared OMol25 structures with the same formula, charge and spin is 33.8 kJ/mol. The frontier orbital gap (spin up / spin down) is 2.48 / 4.49 eV. As for the charge: -1. The value obtained for the highest occupied orbital energy (spin up / spin down) is -0.5 / -2.6 eV.

---

Record 2
The following is a quantum chemistry calculation of a structure of composition C19H33MoN2O8SSbSe4Si at a distorted geometry, from the Open Molecules 2025 dataset.

Geometry as XYZ:
```
70
Properties=species:S:1:pos:R:3:forces:R:3:nbo_charge:R:1
Mo -0.2848 0.1462 0.2392 0.78 -1.33 -0.28 1.221
O -0.5885 -1.0506 -3.4202 0.02 -0.02 -0.03 -0.884
S -0.5919 -0.7964 -2.0302 -0.22 0.32 0.26 2.516
O -0.3323 -1.8984 -1.0816 -0.07 -0.15 -0.07 -0.955
O -1.7424 -0.0217 -1.4473 -0.28 0.11 -0.34 -0.929
O 0.5446 0.2169 -1.5389 0.15 -0.18 -0.33 -0.864
C -4.8649 -2.8633 -0.7383 0.01 -0.01 -0.01 -0.617
C -4.3401 -2.6169 0.6665 0.07 -0.03 -0.05 0.282
C -3.0652 -3.4145 0.9110 0.02 0.02 -0.02 -0.647
C -5.4015 -2.9256 1.7123 0.00 0.00 -0.01 -0.633
O -4.0383 -1.2052 0.7157 -0.22 0.07 0.14 -0.948
Si -3.1479 -0.3344 1.7268 0.35 -0.09 -0.34 2.539
O -1.5012 -0.5284 1.3546 -0.69 -0.39 0.36 -0.943
O -3.3456 -0.8414 3.2474 -0.03 -0.12 0.16 -0.953
C -2.5290 -0.6599 4.4207 -0.05 0.12 -0.06 0.271
C -3.4544 -0.8868 5.6050 0.03 0.02 0.03 -0.615
C -1.9644 0.7558 4.4428 0.06 0.06 -0.03 -0.632
C -1.4176 -1.7027 4.3962 0.03 0.01 -0.01 -0.629
O -3.3144 1.2418 1.4569 -0.08 0.10 0.06 -0.958
C -4.4656 2.0991 1.2850 0.05 -0.06 0.04 0.280
C -5.0552 1.8408 -0.0936 0.02 0.02 -0.01 -0.634
C -3.9318 3.5179 1.3958 -0.01 0.03 -0.04 -0.621
C -5.4702 1.7989 2.3881 -0.04 0.02 -0.03 -0.633
H -5.1196 -3.9160 -0.8694 -0.01 0.00 0.00 0.208
H -4.1088 -2.5885 -1.4740 0.01 0.00 0.00 0.226
H -5.7571 -2.2624 -0.9175 0.00 0.00 0.00 0.213
H -3.2516 -4.4776 0.7526 -0.01 -0.01 0.02 0.217
H -2.7144 -3.2800 1.9371 0.01 0.01 0.01 0.207
H -2.2809 -3.0945 0.2226 -0.01 -0.02 0.00 0.239
H -5.6446 -3.9893 1.6965 -0.01 0.00 -0.01 0.212
H -6.3116 -2.3606 1.5044 0.00 0.01 0.01 0.212
H -5.0449 -2.6629 2.7083 0.00 -0.01 0.00 0.224
H -4.2648 -0.1577 5.5916 0.00 0.00 0.00 0.219
H -2.9063 -0.7817 6.5426 0.00 0.00 0.00 0.210
H -3.8846 -1.8877 5.5608 0.00 0.00 0.00 0.216
H -2.7629 1.4964 4.4994 -0.01 -0.02 0.00 0.227
H -1.3940 0.9767 3.5355 0.02 -0.02 0.01 0.207
H -1.3087 0.9028 5.3027 -0.02 -0.02 0.02 0.219
H -1.8360 -2.7088 4.4447 -0.01 0.00 -0.02 0.220
H -0.7533 -1.5651 5.2518 -0.01 -0.02 0.02 0.207
H -0.8319 -1.6214 3.4788 -0.01 0.00 0.02 0.212
H -4.3021 2.0173 -0.8627 0.01 -0.01 0.01 0.226
H -5.8982 2.5110 -0.2691 -0.01 0.00 0.00 0.210
H -5.3974 0.8099 -0.1816 0.00 0.00 0.01 0.226
H -3.1072 3.6629 0.6958 -0.02 0.00 -0.02 0.219
H -3.5663 3.7248 2.4031 0.02 -0.02 0.01 0.219
H -4.7130 4.2385 1.1499 -0.01 0.00 0.05 0.214
H -5.8116 0.7621 2.3310 0.00 0.00 -0.01 0.213
H -6.3413 2.4483 2.2909 0.00 0.00 0.01 0.220
H -5.0209 1.9674 3.3682 0.00 -0.01 0.00 0.212
N 2.6809 -0.7578 3.1107 0.01 0.09 0.05 -0.503
C 1.5524 -0.2062 2.6446 0.06 -0.04 -0.14 0.287
N 1.4276 -0.3689 1.3418 0.37 0.12 0.30 -0.537
C 2.5752 -1.0610 0.9186 -0.08 -0.01 0.07 0.153
C 2.9714 -1.4936 -0.3433 0.03 -0.03 -0.04 -0.198
C 4.1858 -2.1438 -0.4280 -0.03 0.01 -0.01 -0.206
C 4.9891 -2.3647 0.7002 0.00 0.00 0.04 -0.193
C 4.5997 -1.9453 1.9558 0.01 -0.04 -0.01 -0.224
C 3.3764 -1.2928 2.0358 -0.02 0.00 -0.01 0.091
H 2.9795 -0.7206 4.0699 0.01 -0.03 0.00 0.435
H 0.8337 0.2880 3.2756 -0.03 0.06 0.00 0.247
H 2.3538 -1.3291 -1.2125 -0.01 0.01 0.01 0.255
H 4.5273 -2.4941 -1.3924 0.00 0.00 0.00 0.227
H 5.9334 -2.8789 0.5830 0.00 0.00 0.00 0.223
H 5.2117 -2.1199 2.8302 0.01 0.01 0.00 0.224
Se 1.8680 2.9839 2.0379 0.35 -0.65 -0.14 -0.350
Sb 0.3030 4.7607 2.5929 -0.93 0.79 0.69 1.042
Se -0.2245 2.3207 0.8012 0.00 1.20 -0.04 0.133
Se -0.1281 6.2925 0.9124 0.14 0.27 -0.26 -0.461
Se -0.9810 4.6149 4.5573 0.30 -0.16 -0.04 -0.513
```
Forces are in eV/Å.

As for the LUMO energy: -1.66 eV. The multiplicity is 1. The frontier orbital gap is 6.83 eV. The value obtained for the highest occupied orbital energy is -8.5 eV.

---

Record 3
The following is a quantum chemistry calculation of a structure of composition C6H7BINO2 at a distorted geometry, from the Open Molecules 2025 dataset.

Geometry as XYZ:
```
18
Properties=species:S:1:pos:R:3:forces:R:3:nbo_charge:R:1
B -1.2642 1.0119 -0.2295 1.57 -0.27 0.54 0.791
C -1.4075 -1.6119 0.8350 -2.41 -0.05 -0.27 -0.562
C -0.0411 -1.4019 1.4389 -1.40 -1.30 -0.12 0.162
C -2.0635 -0.5776 0.3744 2.34 -1.28 0.37 0.331
C 0.1606 0.4730 -0.8337 -1.92 -1.10 0.01 -0.367
C 1.0579 -0.3939 -0.3483 -0.12 0.74 -0.47 0.064
C 2.4389 -0.4494 -0.7916 3.54 1.01 -0.78 -0.652
N 0.9951 -1.0102 0.8794 -0.28 0.62 0.56 -0.348
O -0.8991 1.6142 0.9888 -0.09 -0.58 0.65 -0.871
O -2.1686 1.6544 -1.0122 -1.77 2.32 0.10 -0.891
I 0.5658 1.4911 -2.5572 0.29 0.35 -0.84 0.209
H -2.0092 -2.5647 0.9642 1.05 0.95 0.06 0.293
H -0.0251 -1.7829 2.4353 0.32 -0.13 0.76 0.196
H 2.9222 0.5152 -0.3557 -0.37 -1.71 -0.45 0.230
H 2.9380 -1.3469 -0.3869 -0.12 0.60 0.06 0.229
H 2.7535 -0.3998 -1.8606 -1.03 -0.07 0.60 0.236
H -1.2744 2.4724 0.8945 -0.36 1.31 0.73 0.472
H -2.6795 2.3071 -0.4348 0.77 -1.42 -1.51 0.479
```
Forces are in eV/Å.

As for the LUMO energy (spin up / spin down): -1.81 / -1.81 eV. The multiplicity is 1. Its energy above the lowest of the compared OMol25 structures with the same formula, charge and spin is 512.9 kJ/mol. The frontier orbital gap (spin up / spin down) is 6.57 / 6.57 eV. The value obtained for the highest occupied orbital energy (spin up / spin down) is -8.4 / -8.4 eV.

---

Record 4
The following is a quantum chemistry calculation of an isolated molecule of C8H10N2O at a distorted geometry, from the Open Molecules 2025 dataset.

Geometry as XYZ:
```
21
Properties=species:S:1:pos:R:3:forces:R:3:nbo_charge:R:1
C -2.4878 1.0662 -0.0839 -0.98 -1.91 -2.91 -0.409
N -1.5219 -0.1504 -0.3103 -3.00 0.20 0.28 -0.398
C -2.1587 -1.4780 0.1430 3.62 -0.27 -0.61 -0.408
C -0.1801 0.0191 -0.2241 1.97 0.88 1.40 0.248
C 0.7389 -1.0979 -0.1094 0.22 1.65 -0.60 -0.309
C 2.1317 -0.9055 -0.0281 -3.25 -0.20 -0.66 -0.111
C 2.6662 0.3517 -0.0867 -1.22 0.73 0.97 -0.063
N 4.0158 0.4396 0.0936 3.05 -3.42 -1.23 0.110
O 4.5845 -0.7025 -0.1656 -0.76 4.18 0.96 -0.386
C 1.8028 1.4560 0.0331 -0.62 0.22 -0.86 -0.138
C 0.4369 1.3512 -0.0272 -1.27 -1.50 0.15 -0.293
H -3.5283 0.6930 0.1995 1.59 0.20 -0.40 0.210
H -2.6779 1.7180 -1.0516 0.89 -1.35 1.92 0.220
H -2.1294 1.6234 0.7188 0.59 1.21 1.20 0.197
H -2.0438 -2.3822 -0.5913 0.00 1.92 1.16 0.214
H -3.1758 -1.3067 0.3166 -1.34 0.18 0.26 0.205
H -1.5939 -1.6974 1.1033 -0.99 -0.28 -0.98 0.206
H 0.3248 -2.0683 -0.2062 -0.14 -0.85 0.18 0.214
H 2.8674 -1.6555 0.0457 0.09 -1.25 0.10 0.249
H 2.1009 2.4765 0.0036 1.04 0.53 0.46 0.224
H -0.1724 2.2497 0.2273 0.50 -0.89 -0.77 0.219
```
Forces are in eV/Å.

As for the LUMO energy: -0.54 eV. The multiplicity is 1. Its energy above the lowest of the compared OMol25 structures with the same formula, charge and spin is 455.2 kJ/mol. The frontier orbital gap is 7.59 eV. Its SMILES is CN(C)c1ccc(N=O)cc1. The value obtained for the highest occupied orbital energy is -8.1 eV.

---

The calculation returns the following E_tot values, one per record and in order: -3685.78106, -12057.39657, -760.49665, -495.44021 Eh.